A molecular structure, C43H35OP3S2Tc, computed with wB97M-V/def2-TZVPD.

* lowest unoccupied orbital energy (alpha / beta): -6.148 / -6.171 eV
* energy above the lowest of the compared OMol25 structures with the same formula, charge and spin: 0.098 eV
* orbital gap (alpha / beta): 6.90 / 7.66 eV
* HOMO (alpha / beta): -13.046 / -13.826 eV

Geometry as ORCA input:
```
! wB97M-V def2-TZVPD RIJCOSX def2/J DEFGRID3
* xyz 2 2
Tc -0.26 -0.80 -0.30
S -2.47 -0.48 0.25
P -1.88 1.52 0.22
C -0.29 1.12 -0.34
P 0.69 1.46 -1.73
S 0.59 -0.49 -2.45
C 2.37 1.85 -1.25
C 3.28 2.24 -2.24
C 4.60 2.47 -1.89
C 5.01 2.31 -0.57
C 4.11 1.92 0.40
C 2.79 1.68 0.06
C 0.08 2.70 -2.85
C -0.89 2.36 -3.79
C -1.41 3.34 -4.62
C -0.98 4.65 -4.50
C -0.02 5.00 -3.56
C 0.51 4.02 -2.73
C -1.89 2.29 1.82
C -0.70 2.66 2.44
C -0.74 3.27 3.69
C -1.96 3.50 4.30
C -3.15 3.13 3.68
C -3.12 2.53 2.44
C -2.91 2.48 -0.88
C -2.75 3.87 -0.87
C -3.51 4.64 -1.72
C -4.45 4.04 -2.56
C -4.61 2.67 -2.56
C -3.84 1.88 -1.73
H 2.96 2.36 -3.27
H 5.31 2.77 -2.65
H 6.04 2.50 -0.31
H 4.43 1.80 1.43
H 2.08 1.37 0.82
H -1.22 1.33 -3.89
H -2.16 3.08 -5.36
H -1.38 5.41 -5.16
H 0.32 6.02 -3.48
H 1.27 4.29 -2.00
H 0.25 2.46 1.95
H 0.18 3.57 4.17
H -1.98 3.98 5.27
H -4.09 3.32 4.17
H -4.05 2.26 1.95
H -2.04 4.33 -0.20
H -3.40 5.72 -1.72
H -5.06 4.66 -3.20
H -5.35 2.21 -3.20
H -3.96 0.80 -1.72
O 0.84 -1.53 1.14
P 0.86 -3.11 1.21
C 2.53 -3.62 1.48
C 2.80 -4.78 2.20
C 4.11 -5.19 2.36
C 5.14 -4.45 1.81
C 4.88 -3.28 1.10
C 3.57 -2.86 0.93
C -0.24 -3.68 2.47
C -0.83 -4.94 2.41
C -1.65 -5.36 3.44
C -1.88 -4.53 4.52
C -1.30 -3.27 4.59
C -0.47 -2.84 3.57
C 0.25 -3.61 -0.41
C 1.13 -3.94 -1.44
C 0.65 -4.15 -2.72
C -0.71 -4.01 -2.98
C -1.60 -3.69 -1.97
C -1.13 -3.49 -0.67
H 1.99 -5.35 2.65
H 4.32 -6.09 2.92
H 6.16 -4.77 1.94
H 5.69 -2.71 0.69
H 3.36 -1.95 0.39
H -0.66 -5.58 1.55
H -2.11 -6.34 3.39
H -2.53 -4.87 5.33
H -1.49 -2.63 5.44
H -0.02 -1.86 3.61
H 2.19 -4.05 -1.23
H 1.32 -4.42 -3.51
H -1.08 -4.17 -3.99
H -2.66 -3.61 -2.17
H -1.82 -3.33 0.14
*
```